Record 1
A 11-piece molecular cluster, C73H154F6N12O14S6 overall, computed with ωB97M-V/def2-TZVPD.

Properties
Gap between HOMO and LUMO   5.64 eV
Total charge   +6
E_HOMO   -18.13 eV

Each line ends with the Mulliken charge.
Positions of all 265 atoms, in Å:
C -0.22337 -2.03327 6.06308  -1.059
C -1.69990 -1.98497 5.69026  -0.556
C -2.17741 -0.50064 5.37758  0.431
C -3.63614 -0.53605 4.91372  -0.866
N -4.29436 0.92309 4.94857  0.547
C -4.56695 1.58104 6.29088  -0.793
C -5.81115 2.45121 6.03984  -0.667
C -6.67945 1.61359 5.11845  -0.759
C -5.67902 0.82419 4.22348  -0.182
C -3.49375 1.96853 4.08207  -1.252
H 0.07081 -1.23238 6.74141  0.352
H 0.28502 -1.84090 5.11828  -0.013
H 0.08283 -3.04135 6.34259  0.425
H -2.37892 -2.25313 6.49966  0.544
H -1.90934 -2.64447 4.84807  0.138
H -1.59187 0.07334 4.65940  -0.719
H -2.22689 0.02799 6.32953  0.652
H -4.18512 -1.28549 5.48387  0.700
H -3.69220 -0.87579 3.87953  0.130
H -3.65805 1.92700 6.78314  0.422
H -4.90041 0.74580 6.90674  0.462
H -5.50501 3.27416 5.39398  0.247
H -6.31853 2.83745 6.92386  0.479
H -7.29561 2.33374 4.58008  0.349
H -7.33188 0.97396 5.71285  0.343
H -5.61487 1.25065 3.22242  0.296
H -5.90812 -0.24137 4.23716  0.284
H -4.07943 2.87781 3.94677  0.575
H -3.25499 1.48051 3.13712  0.415
H -2.55425 2.15406 4.60267  0.078
C -4.07239 -3.87321 2.46635  -1.327
C -4.85982 -3.08921 1.44585  0.526
C -6.12378 -3.73128 0.91997  -0.449
C -7.06585 -4.38299 2.01248  -1.207
N -8.37102 -4.98048 1.39579  0.389
C -9.34847 -5.54570 2.48605  -0.459
C -9.77852 -6.90483 1.89423  -0.648
C -9.19548 -7.13679 0.52732  -0.495
C -7.92867 -6.29506 0.71442  -0.715
C -9.10925 -3.93865 0.48798  -1.012
H -3.07806 -3.44978 2.60820  0.137
H -3.90055 -4.88391 2.09613  0.490
H -4.55691 -4.01154 3.43290  0.383
H -4.20925 -2.79380 0.62268  -0.053
H -5.18755 -2.15165 1.89493  -0.013
H -5.87000 -4.40790 0.10395  0.301
H -6.66419 -2.90898 0.45106  0.384
H -7.38571 -3.47254 2.51930  0.432
H -6.60762 -5.07817 2.71594  0.519
H -10.14934 -4.80900 2.54897  0.389
H -8.75717 -5.70722 3.38737  0.248
H -10.86754 -6.86700 1.92072  0.318
H -9.36154 -7.62362 2.59962  0.362
H -9.87968 -6.76153 -0.23370  0.303
H -9.03065 -8.20570 0.39183  0.366
H -7.35601 -5.99350 -0.16263  0.366
H -7.26065 -6.84643 1.37612  0.384
H -9.07278 -3.05251 1.12165  0.440
H -10.13665 -4.30237 0.47260  0.441
H -8.62422 -3.73601 -0.46689  0.257
C 6.32069 -4.45684 -0.97328  -1.627
C 5.52852 -3.18453 -0.72034  0.495
C 6.13693 -2.49103 0.56431  -1.235
C 5.32833 -1.31065 1.29551  -0.497
N 5.93282 -0.81588 2.60750  0.718
C 6.21110 -1.99815 3.61626  -0.661
C 5.92185 -1.30503 4.93119  -0.977
C 4.53927 -0.70651 4.69076  -0.383
C 4.84449 0.01844 3.36397  -0.015
C 7.22009 0.00802 2.34543  -0.877
H 7.38907 -4.27079 -1.08306  0.376
H 6.04632 -4.87905 -1.94001  0.433
H 6.00492 -5.25216 -0.29810  0.449
H 4.47094 -3.29860 -0.48239  0.015
H 5.55301 -2.53698 -1.59680  0.010
H 7.14255 -2.21422 0.24776  0.459
H 6.44824 -3.28700 1.24079  0.447
H 4.33317 -1.66342 1.56626  0.466
H 5.25146 -0.51688 0.55245  0.002
H 7.23999 -2.35561 3.57499  0.333
H 5.53902 -2.81864 3.36485  0.457
H 6.69001 -0.57795 5.19464  0.331
H 5.97195 -2.00194 5.76779  0.457
H 4.20175 0.02557 5.42441  0.467
H 3.83955 -1.50883 4.45671  0.274
H 5.30949 0.98011 3.58091  0.050
H 4.01969 0.20242 2.67552  0.009
H 7.75627 0.18584 3.27762  0.329
H 6.84963 0.91762 1.87267  0.322
H 7.83994 -0.63141 1.71694  0.330
C -3.32019 -5.49898 -8.53608  -1.196
C -4.41062 -5.12184 -7.46488  -0.618
C -4.26200 -3.60322 -7.04515  -0.177
C -4.94936 -3.12158 -5.74658  -0.773
N -4.84919 -1.54124 -5.36310  0.224
C -3.39000 -1.26201 -4.88835  -0.584
C -3.31834 -1.90147 -3.53364  1.069
C -4.76695 -1.89364 -3.00916  0.047
C -5.65624 -1.27665 -4.07446  -1.020
C -5.16153 -0.54225 -6.53561  -0.900
H -3.43534 -4.94858 -9.46984  0.357
H -3.33473 -6.54416 -8.84507  0.416
H -2.30804 -5.25803 -8.21113  0.191
H -4.25465 -5.73658 -6.57838  0.363
H -5.40094 -5.41507 -7.81328  0.433
H -4.53883 -3.05205 -7.94386  0.453
H -3.23666 -3.23865 -6.98288  -0.099
H -4.68891 -3.68591 -4.85115  0.434
H -6.01694 -3.33524 -5.79866  0.474
H -3.27856 -0.17801 -4.91319  0.334
H -2.82682 -1.64020 -5.74152  0.068
H -2.50443 -1.42576 -2.98652  -1.117
H -2.86946 -2.88859 -3.64406  0.417
H -4.81733 -1.25403 -2.12800  0.117
H -5.12035 -2.91387 -2.85971  0.288
H -5.73828 -0.19912 -3.93195  0.245
H -6.66074 -1.64010 -4.29122  0.487
H -4.31285 -0.46257 -7.21495  0.353
H -5.64343 0.37698 -6.20260  0.287
H -5.82111 -1.15681 -7.14828  0.469
C -0.56578 -4.46270 -5.31312  -1.171
C 0.28846 -3.32920 -5.84127  0.174
C 1.83275 -3.37724 -5.59556  -1.102
C 2.58933 -2.19591 -6.04189  0.865
N 4.11561 -2.50218 -6.35492  0.043
C 4.74757 -3.18992 -5.15768  -0.243
C 6.24048 -2.79257 -5.12730  -0.825
C 6.37478 -1.57437 -5.98357  -0.743
C 4.93886 -1.23146 -6.34201  -0.512
C 4.37038 -3.26350 -7.68879  -0.870
H -0.41826 -4.80017 -4.28723  0.333
H -0.68643 -5.29198 -6.01014  0.359
H -1.62910 -4.23726 -5.39456  0.078
H -0.13237 -2.39494 -5.46956  -0.176
H 0.17337 -3.17664 -6.91439  0.364
H 2.19328 -4.26372 -6.11736  0.427
H 2.07651 -3.70533 -4.58510  0.398
H 2.61056 -1.33608 -5.37230  -0.508
H 2.25816 -1.82263 -7.01096  0.360
H 4.60250 -4.27008 -5.17503  0.515
H 4.37538 -2.65078 -4.28653  -0.013
H 6.86670 -3.61528 -5.47241  0.430
H 6.74949 -2.66284 -4.17222  0.269
H 6.93634 -1.75976 -6.89920  0.351
H 6.82104 -0.66365 -5.58414  0.488
H 4.75303 -0.74319 -7.29865  0.724
H 4.53800 -0.67952 -5.49185  -0.250
H 4.10476 -2.69222 -8.57828  0.322
H 3.64162 -4.07195 -7.63037  0.377
H 5.37906 -3.67522 -7.65468  0.393
C 2.12321 7.34779 3.68827  -1.272
N 1.54340 6.74776 2.55108  0.197
C 0.21100 6.32938 2.53212  -0.855
C -0.33826 5.74439 1.37447  -0.403
C 0.45971 5.35425 0.27546  0.554
C 1.81607 5.69622 0.38961  -0.799
C 2.29840 6.38837 1.54534  -0.657
C -0.02913 4.64948 -0.94340  1.391
C 0.74541 3.84124 -1.72399  -0.020
C 0.26282 3.23167 -2.89118  -0.509
N -1.05047 3.42679 -3.18128  0.429
C -1.89819 4.19795 -2.44759  -0.842
C -1.36084 4.82694 -1.32923  -0.821
C -1.56982 2.69494 -4.26816  -1.635
H 3.20994 7.42324 3.65063  0.355
H 1.84776 6.76594 4.56786  0.470
H 1.52632 8.25179 3.80913  0.518
H -0.35426 6.61948 3.40546  0.555
H -1.34933 5.36620 1.34128  0.611
H 2.50865 5.35870 -0.36723  0.772
H 3.32734 6.71609 1.56204  0.753
H 1.78534 3.68844 -1.47580  -0.252
H 0.73107 2.45069 -3.47189  0.332
H -2.90968 4.20681 -2.82603  0.697
H -2.07930 5.40646 -0.76854  0.807
H -1.99734 1.76679 -3.88887  0.463
H -0.82187 2.49158 -5.03453  0.351
H -2.38135 3.31116 -4.65518  0.421
C 8.18886 4.67214 6.31027  -1.312
C 6.66823 4.65202 5.86032  -0.112
N 5.82363 5.89857 6.30839  0.247
C 6.11237 6.21432 7.83849  -1.158
C 6.27246 7.11566 5.49532  -0.138
C 5.57541 8.42870 5.82440  -1.273
C 4.32600 5.63528 6.04866  -1.497
C 3.93898 4.66751 4.89444  -0.062
O 4.59454 5.14187 3.68873  -0.065
C 4.64961 4.32841 2.48739  -0.873
H 8.61224 3.68724 6.11321  0.385
H 8.44385 4.86583 7.35217  0.375
H 8.76345 5.47328 5.84538  0.385
H 6.19011 3.78069 6.30786  0.386
H 6.56897 4.60591 4.77583  0.096
H 5.38749 6.95952 8.16609  0.430
H 7.10576 6.66297 7.83977  0.498
H 6.12897 5.34230 8.49225  0.349
H 6.07036 6.83796 4.46084  0.112
H 7.35476 7.21381 5.57951  0.482
H 5.92494 9.26028 5.21251  0.447
H 5.86816 8.77225 6.81655  0.401
H 4.48593 8.45533 5.80404  0.302
H 3.77039 6.57294 6.03431  0.499
H 3.97339 5.21273 6.98953  0.413
H 2.86057 4.79963 4.80687  0.370
H 4.17402 3.62267 5.09736  0.449
H 4.78723 4.88492 1.56033  0.322
H 3.71625 3.76971 2.41808  0.166
H 5.48729 3.65892 2.68276  0.433
C 1.04072 -0.41020 -2.03169  -0.239
C -0.28924 -0.62087 -1.23955  -0.274
N -0.12741 -0.37647 0.32466  1.463
C -1.44181 -0.89613 0.94957  -1.225
C 1.09853 -1.18209 0.88778  -0.108
C 1.11655 -2.75144 0.55545  -1.599
C -0.06987 1.13933 0.60682  1.253
C 0.70490 1.62390 1.86223  -0.897
O 0.10206 1.08972 3.08698  0.682
C 0.93697 1.45792 4.26406  -0.920
H 1.43530 0.59732 -1.90015  -0.937
H 0.87256 -0.52734 -3.10225  0.629
H 1.83262 -1.08720 -1.71129  -0.112
H -0.57122 -1.66731 -1.35590  0.545
H -1.04838 0.12538 -1.47393  0.069
H -2.17441 -0.25690 0.45682  0.262
H -1.32977 -0.68549 2.01314  0.281
H -1.57861 -1.96393 0.77876  0.411
H 1.05576 -0.99168 1.96017  0.673
H 1.98682 -0.71633 0.46105  -0.286
H 0.20696 -3.27742 0.84544  0.330
H 1.89511 -3.30811 1.07704  0.494
H 1.18311 -3.02644 -0.49719  0.363
H -1.03882 1.63412 0.54032  0.087
H 0.58016 1.48489 -0.19701  -0.444
H 0.60306 2.70888 1.83873  0.487
H 1.74755 1.33265 1.73514  -0.393
H 1.76543 0.75525 4.35353  0.215
H 0.27143 1.47400 5.12713  0.294
H 1.45896 2.40889 4.15780  0.083
N 3.39733 2.40292 -2.69703  -0.175
S 4.35387 1.41799 -3.46515  0.935
O 4.11201 0.01490 -3.00202  -0.461
O 5.61349 1.95660 -3.81223  -0.627
F 3.51296 1.48570 -4.89920  -0.255
S 4.12386 2.11113 -1.19992  1.471
O 5.54904 2.03233 -1.08199  -0.631
O 3.29986 1.35512 -0.30110  -1.038
F 3.92697 3.55363 -0.61302  -0.301
N -4.57306 3.35429 -1.50460  -0.307
S -4.83647 1.91733 -1.47705  0.986
O -6.21683 1.48142 -1.57988  -0.645
O -3.88243 0.99737 -0.89735  -0.399
F -4.39797 1.79259 -3.02052  -0.323
S -4.40912 3.36841 0.17138  1.069
O -3.09474 3.10131 0.75912  -0.434
O -5.63011 2.99407 0.86071  -0.579
F -4.38486 5.02042 0.33799  -0.403
N 0.34553 1.79840 -7.88267  -0.563
S 1.30952 1.30093 -6.83663  1.069
O 2.47256 0.60445 -7.38756  -0.573
O 0.83377 0.86818 -5.55167  0.093
F 1.80389 2.76577 -6.44097  -0.381
S -0.82024 0.56099 -7.67450  1.196
O -2.01752 0.95760 -6.92313  -0.560
O -0.39860 -0.84308 -7.64908  -0.572
F -1.39588 0.67630 -9.21623  -0.359

---

Record 2
An isolated molecule of C3H4INO, computed with ωB97M-V/def2-TZVPD.

Properties
Gap between HOMO and LUMO   8.30 eV
E_HOMO   -9.31 eV

Each line ends with the Mulliken charge.
Positions of all 10 atoms, in Å:
C 1.29293 0.77341 0.66500  0.195
C -0.28170 -0.09804 -0.71036  -0.398
C -0.12986 -1.22912 0.17493  -0.299
N 0.31236 1.07394 -0.08752  -0.586
O 1.66786 -0.38393 1.00758  -0.507
I 0.62829 -3.09780 -0.41390  0.179
H 2.00042 1.52867 1.05588  0.363
H 0.25076 -0.20211 -1.55970  0.364
H -1.33992 0.12416 -0.90049  0.271
H -0.57617 -1.28586 1.09418  0.418

---

Record 3
C11H16O8PTl as an isolated structure, computed with ωB97M-V/def2-TZVPD.

Properties
Gap between HOMO and LUMO (spin up / spin down)   8.48 / 3.54 eV
Total charge   +2
E_HOMO (spin up / spin down)   -16.92 / -15.02 eV

Each line ends with the Mulliken charge.
Positions of all 37 atoms, in Å:
O 3.19406 2.33790 -5.86654  -0.152
C 3.27575 1.71526 -4.91224  0.153
Tl 0.01082 2.38618 -1.18037  0.787
C -1.87078 4.37283 0.44341  0.593
O -2.37932 3.91380 1.44629  -0.362
C -0.43583 4.93624 0.20427  0.144
O 0.16255 5.80904 0.79434  -0.339
C -2.74683 3.86901 -0.97319  0.003
O -3.79476 4.34207 -1.09641  -0.111
C 1.49844 3.49037 1.48602  0.114
O 1.91860 4.01757 2.41482  -0.104
H 0.08709 4.34838 -0.76372  0.179
C -1.30638 -1.66190 3.22062  -1.235
C -0.69714 -0.93381 2.04165  0.046
O -1.44008 -1.41471 0.86552  -0.195
P -1.17696 -0.88355 -0.66998  0.333
O -0.82146 -2.27521 -1.45615  -0.260
C -1.21230 -3.64679 -1.10760  -0.192
C -0.34824 -4.21520 -0.01980  -0.727
O 0.34897 -0.15905 -0.59477  0.059
C 1.55108 -0.83763 -1.10799  0.124
C 2.69621 0.06983 -0.76446  -1.198
H -2.38259 -1.44794 3.28702  0.330
H -0.83844 -1.35654 4.16632  0.394
H -1.16505 -2.74520 3.09369  0.313
H -0.79741 0.16350 2.13949  0.320
H 0.36441 -1.20409 1.90636  0.239
H -2.26803 -3.64524 -0.81922  0.303
H -1.12905 -4.26056 -2.01256  0.340
H -0.73132 -3.91239 0.95866  0.082
H -0.39938 -5.30617 -0.06844  0.391
H 0.69895 -3.91032 -0.11841  0.225
H 1.72031 -1.84491 -0.68363  0.106
H 1.42602 -0.95231 -2.19178  0.341
H 2.78546 0.21506 0.32214  0.293
H 3.60337 -0.42456 -1.12769  0.408
H 2.59926 1.05106 -1.25569  0.251

---

Record 4
An isolated molecule of C24H29FN2O3, computed with ωB97M-V/def2-TZVPD.

Properties
Gap between HOMO and LUMO   8.75 eV
SMILES   COc1cccc2c1OCC(CN1CCN(Cc3ccccc3F)[C@H](CCO)C1)=C2
E_HOMO   -8.12 eV

Each line ends with the Mulliken charge.
Positions of all 59 atoms, in Å:
C -5.39816 -2.93145 1.15589  -0.682
H -6.04528 -3.64239 1.66979  0.308
H -4.42367 -2.90090 1.64674  0.237
O -6.06803 -1.69506 1.24510  -0.488
C -5.53212 -0.56444 0.70468  0.270
C -6.36303 0.55531 0.79243  -0.599
C -5.97291 1.78748 0.31009  -0.647
C -4.72531 1.93510 -0.26440  -0.788
C -3.87664 0.84025 -0.36877  0.839
C -4.27876 -0.42018 0.10026  0.404
O -3.40919 -1.48777 0.02301  -0.552
C -2.49608 -1.46647 -1.05524  -0.559
C -1.83764 -0.12636 -1.24174  0.490
C -2.53730 0.96108 -0.91700  -0.198
H -2.11914 1.94867 -1.03163  0.421
C -0.43648 -0.07234 -1.77742  -1.606
N 0.45001 0.58907 -0.83366  0.382
C 0.56913 -0.15329 0.40808  -0.132
C 1.38416 0.66866 1.40733  -1.392
N 2.68812 1.08293 0.91673  0.093
C 3.80258 0.19667 1.20904  -1.579
C 3.80897 -1.14617 0.51327  0.765
C 3.22024 -2.26413 1.09356  0.357
C 3.16844 -3.49333 0.46317  -0.472
C 3.72966 -3.62530 -0.79458  -0.530
C 4.34432 -2.53753 -1.39156  -0.599
C 4.38523 -1.31688 -0.74041  -0.342
H 4.87580 -0.47644 -1.20999  0.407
H 4.79586 -2.64010 -2.36668  0.423
H 3.69405 -4.57750 -1.30107  0.400
H 2.69549 -4.32451 0.96232  0.470
F 2.67798 -2.16005 2.32899  -0.393
H 3.80222 0.03504 2.29155  0.488
H 4.72035 0.73254 0.94578  0.490
C 2.62614 1.64217 -0.42821  0.340
C 1.77046 0.80128 -1.39115  -1.441
H 2.27397 -0.16174 -1.59865  0.163
H 1.66927 1.33942 -2.33704  0.708
C 2.09715 3.08523 -0.38067  -0.979
H 2.08871 3.48333 -1.39617  0.435
H 1.07421 3.08518 -0.00745  0.270
C 2.96545 3.99386 0.49340  -0.681
O 2.86211 3.71178 1.86311  -0.635
H 2.94213 2.74786 1.95123  0.453
H 4.01579 3.91352 0.16616  0.243
H 2.65266 5.03512 0.37382  0.467
H 3.64960 1.67397 -0.82061  0.562
H 0.81419 1.57318 1.64061  0.360
H 1.51639 0.10388 2.33069  0.520
H 1.03786 -1.13952 0.23396  0.047
H -0.42975 -0.31587 0.81759  0.519
H -0.42516 0.51579 -2.70104  0.490
H -0.08454 -1.09309 -2.02031  0.340
H -1.76127 -2.24124 -0.81877  0.395
H -3.01512 -1.75832 -1.98843  0.214
H -4.39593 2.89324 -0.63623  0.455
H -6.64044 2.63137 0.39069  0.376
H -7.32817 0.41569 1.25265  0.434
H -5.26860 -3.24630 0.11715  0.258

---

Number 1: electronic energy -205993.421 eV. Number 2: electronic energy -14810.969 eV. Number 3: electronic energy -42006.370 eV. Number 4: electronic energy -37197.500 eV.